# 1
The following is a DFT calculation (ωB97M-V/def2-TZVPD) of a single C5H6O molecule in a non-equilibrium geometry.

The LUMO energy is 0.901 eV. The calculation puts the HOMO-LUMO gap at 9.98 eV. Its HOMO energy is -9.08 eV. Its net charge is 0. The value obtained for the energy above the lowest of the compared OMol25 structures with the same formula, charge and spin is 280.7 kJ/mol. The SMILES is C1=C[C@H]2O[C@H]2C1.

Cartesian coordinates (Å):
1 C 0.622 -0.303 -1.064
2 C 0.344 -1.252 0.109
3 C -0.631 -0.766 0.886
4 C -0.789 0.673 0.656
5 O 0.495 1.343 0.711
6 C -0.011 0.983 -0.557
7 H 1.686 -0.198 -1.285
8 H 0.138 -0.608 -2.006
9 H 0.996 -1.573 0.910
10 H -0.933 -1.333 1.756
11 H -1.596 1.239 1.092
12 H -0.320 1.794 -1.207



# 2
The following is a DFT calculation (ωB97M-V/def2-TZVPD) of 2 unconnected molecules or ions with the total composition H4N4O2 in a non-equilibrium geometry.

The LUMO energy is 0.202 eV. The calculation puts the HOMO-LUMO gap at 9.14 eV. Its HOMO energy is -8.94 eV. Its net charge is 0. The value obtained for the energy above the lowest of the compared OMol25 structures with the same formula, charge and spin is 139.6 kJ/mol. The SMILES is N/N=N\O.N=O.

Cartesian coordinates (Å):
1 N 0.099 -0.360 -0.383
2 N 0.533 -0.980 -1.384
3 N -0.836 -0.483 3.013
4 N 0.199 0.835 -0.205
5 O 0.959 1.580 -1.160
6 O -1.566 -1.232 2.431
7 H 0.736 -0.574 -2.270
8 H 0.194 -1.912 -1.677
9 H -0.907 0.641 2.748
10 H 0.589 2.484 -1.111



# 3
The following is a DFT calculation (ωB97M-V/def2-TZVPD) of a single C3H7N3OS molecule.

The LUMO energy is 0.699 eV. The calculation puts the HOMO-LUMO gap at 9.24 eV. Its HOMO energy is -8.54 eV. Its net charge is 0. The value obtained for the energy above the lowest of the compared OMol25 structures with the same formula, charge and spin is 266.8 kJ/mol. The SMILES is N[C@H]1CON=C1NS.

Cartesian coordinates (Å):
1 C -0.704 0.301 0.330
2 C -1.639 -0.766 -0.233
3 C 0.595 -0.457 0.112
4 H -1.436 2.211 0.036
5 H -0.760 1.585 -1.288
6 H -0.839 0.454 1.433
7 H -2.610 -0.876 0.288
8 H -1.838 -0.567 -1.292
9 H 1.664 1.224 0.162
10 H 3.669 -0.844 0.949
11 N -0.661 1.624 -0.268
12 N 0.449 -1.706 -0.105
13 N 1.774 0.223 0.211
14 O -0.939 -1.990 -0.083
15 S 3.275 -0.415 -0.252



# 4
The following is a DFT calculation (ωB97M-V/def2-TZVPD) of a molecular structure, C11H25F5LuNO3P2Te in a non-equilibrium geometry.

The LUMO energy (spin up / spin down) is -3.118 / -3.116 eV. The calculation puts the HOMO-LUMO gap (spin up / spin down) at 3.73 / 3.73 eV. Its HOMO energy (spin up / spin down) is -6.84 / -6.84 eV. Its net charge is 0.

Cartesian coordinates (Å):
1 C -0.272 -3.595 -0.988
2 C 0.167 -2.322 -0.559
3 N -0.721 -1.269 -0.482
4 C -2.041 -1.525 -0.651
5 C -2.532 -2.796 -0.990
6 C -1.607 -3.839 -1.184
7 C 1.544 -2.128 -0.158
8 P 1.970 -0.843 0.965
9 Lu 0.014 1.008 0.610
10 P -2.397 1.296 -0.581
11 C -3.068 -0.434 -0.421
12 O 2.961 -1.517 -2.355
13 O 2.686 0.911 -2.255
14 H 0.474 -4.370 -1.095
15 H -3.623 -2.920 -1.115
16 H -1.982 -4.830 -1.479
17 C 1.888 -1.682 2.576
18 C 3.729 -0.435 0.796
19 H -3.921 -0.534 -1.148
20 H -3.501 -0.522 0.612
21 H 2.361 -1.782 -1.577
22 H 2.068 -3.061 0.048
23 C -3.558 2.267 0.456
24 C -2.920 1.688 -2.277
25 H 1.286 1.177 -1.466
26 H 3.248 1.588 -1.870
27 H 2.812 0.003 -2.221
28 H 2.446 -1.796 -3.144
29 H -0.814 -0.184 1.789
30 H 0.554 1.383 -1.298
31 H 2.707 -2.423 2.640
32 H 1.988 -0.938 3.386
33 H 0.913 -2.185 2.676
34 H 4.330 -1.324 1.025
35 H 3.947 -0.074 -0.220
36 H 3.966 0.369 1.507
37 H -4.017 1.699 -2.370
38 H -2.517 2.677 -2.537
39 H -2.498 0.945 -2.967
40 H -4.542 2.318 -0.015
41 H -3.626 1.816 1.447
42 H -3.131 3.269 0.557
43 F 1.868 5.247 1.878
44 Te 0.836 3.701 2.313
45 F 2.291 2.633 3.031
46 F 0.316 4.168 4.157
47 F -0.310 1.986 2.630
48 F -0.834 4.385 1.657
49 O 1.064 2.794 0.666



# 5
The following is a DFT calculation (ωB97M-V/def2-TZVPD) of a single C4H6N2O molecule.

The LUMO energy (spin up / spin down) is 0.549 / 0.549 eV. The calculation puts the HOMO-LUMO gap (spin up / spin down) at 7.65 / 7.65 eV. Its HOMO energy (spin up / spin down) is -7.10 / -7.10 eV. Its net charge is 0. The value obtained for the energy above the lowest of the compared OMol25 structures with the same formula, charge and spin is 393.7 kJ/mol.

Cartesian coordinates (Å):
1 C -1.954 -0.414 -1.008
2 O -0.972 -1.318 -0.548
3 C 0.102 -0.752 -0.138
4 C 0.131 0.708 -0.090
5 N 1.191 0.887 0.857
6 C 1.652 -0.336 1.211
7 N 1.042 -1.348 0.649
8 H -2.856 -0.993 -1.200
9 H -1.606 0.118 -1.900
10 H -1.041 0.840 0.117
11 H 0.261 1.288 -1.010
12 H 1.599 1.767 1.124
13 H 2.451 -0.446 1.936



no.,total energy (eV)
1,-7326.3753
2,-10114.0202
3,-20575.4182
4,-92523.0499
5,-9269.4214